(1)
{"formula": "C24H26As2N3RuSSe", "method": "ωB97M-V/def2-TZVPD", "total_charge": 0, "e_lumo_ev": [0.150, -0.811], "e_above_lowest_kcal_mol": 0.00, "orbital_gap_ha": [0.272, 0.259], "multiplicity": 2, "elements": ["Ru", "Se", "As", "As", "S", "N", "N", "N", "C", "C", "C", "C", "C", "C", "C", "C", "C", "C", "C", "C", "C", "C", "C", "C", "C", "C", "C", "C", "C", "C", "C", "C", "H", "H", "H", "H", "H", "H", "H", "H", "H", "H", "H", "H", "H", "H", "H", "H", "H", "H", "H", "H", "H", "H", "H", "H", "H", "H"], "coordinates": [[-0.188, 0.506, -0.411], [-1.285, -0.288, -2.591], [-0.135, 0.814, 2.014], [-0.510, -1.706, 0.198], [-2.180, 2.085, 0.086], [-0.406, 4.049, 0.703], [1.636, 0.259, -3.017], [0.025, 2.594, -1.136], [0.318, -3.304, 2.518], [0.071, -2.032, 2.006], [2.856, -0.071, 0.234], [-2.326, -2.361, 0.262], [6.571, 0.124, -0.027], [-0.737, 3.040, -0.116], [-1.576, 1.452, 3.124], [4.642, -1.577, 1.007], [1.498, 4.389, -0.705], [1.694, 0.266, 0.133], [1.066, 5.873, 1.287], [0.515, 0.031, -2.817], [0.607, -1.064, 4.138], [5.985, -1.896, 1.131], [5.229, 0.447, -0.153], [0.223, -0.917, 2.807], [0.850, -2.328, 4.650], [0.707, -3.449, 3.839], [0.399, -3.064, -0.814], [1.327, 1.860, 2.736], [6.954, -1.045, 0.617], [4.247, -0.400, 0.367], [0.693, 4.732, 0.390], [1.153, 3.260, -1.407], [4.923, 1.350, -0.664], [1.323, 1.806, 3.824], [-2.948, -1.655, 0.809], [-1.786, 2.485, 2.860], [2.383, 4.957, -0.952], [0.210, -4.181, 1.892], [1.159, -2.441, 5.681], [1.764, 2.854, -2.205], [2.256, 1.476, 2.328], [6.276, -2.813, 1.627], [0.329, 5.979, 2.079], [7.322, 0.786, -0.438], [8.003, -1.292, 0.718], [1.115, 6.802, 0.716], [0.901, -4.436, 4.240], [0.730, -0.197, 4.776], [0.087, -4.054, -0.489], [-2.340, -3.331, 0.756], [1.474, -2.939, -0.694], [-2.703, -2.452, -0.756], [0.140, -2.921, -1.861], [3.881, -2.236, 1.408], [-1.249, 1.370, 4.161], [1.183, 2.893, 2.428], [-2.471, 0.857, 2.957], [2.052, 5.709, 1.726]], "nbo_charge": [-0.14, -0.01, 1.37, 1.38, -0.12, -0.52, -0.39, -0.54, -0.20, -0.36, -0.16, -0.96, -0.21, 0.28, -0.95, -0.13, -0.34, -0.17, -0.66, -0.02, -0.14, -0.23, -0.17, -0.38, -0.22, -0.20, -0.97, -0.96, -0.21, -0.13, 0.30, 0.13, 0.22, 0.22, 0.24, 0.27, 0.23, 0.21, 0.22, 0.23, 0.26, 0.21, 0.24, 0.21, 0.21, 0.23, 0.22, 0.20, 0.22, 0.23, 0.26, 0.25, 0.26, 0.21, 0.22, 0.24, 0.24, 0.23]}

=====

(2)
{"formula": "C2H9N4O", "method": "ωB97M-V/def2-TZVPD", "total_charge": 1, "e_lumo_ev": [-3.157, -4.613], "e_above_lowest_kcal_mol": 14.81, "orbital_gap_ha": [0.291, 0.361], "multiplicity": 3, "elements": ["O", "N", "N", "N", "N", "C", "C", "H", "H", "H", "H", "H", "H", "H", "H", "H"], "coordinates": [[-2.238, -1.367, -0.490], [3.057, 0.056, 0.522], [-1.567, -0.220, -0.099], [0.535, 0.774, 0.335], [3.740, -0.573, -0.202], [-2.511, 0.836, 0.334], [-0.268, -0.274, 0.070], [-3.481, 0.380, 0.116], [4.650, -1.070, 0.076], [-2.555, 1.096, 1.413], [-2.386, 1.767, -0.178], [3.538, -0.904, -1.190], [1.554, 0.470, 0.473], [0.048, 1.691, 0.615], [-2.482, -1.468, -1.505], [0.366, -1.194, -0.289]], "nbo_charge": [-0.53, -0.09, -0.07, -0.75, -0.62, -0.47, 0.36, 0.26, 0.42, 0.24, 0.23, 0.41, 0.43, 0.43, 0.51, 0.24]}

=====

(3)
{"formula": "C34H48N5", "method": "ωB97M-V/def2-TZVPD", "total_charge": 1, "e_lumo_ev": -4.413, "orbital_gap_ha": 0.185, "elements": ["N", "N", "N", "N", "N", "C", "C", "C", "C", "C", "C", "C", "C", "C", "C", "C", "C", "C", "C", "C", "C", "C", "C", "C", "C", "C", "C", "C", "C", "C", "C", "C", "C", "C", "C", "C", "C", "C", "C", "H", "H", "H", "H", "H", "H", "H", "H", "H", "H", "H", "H", "H", "H", "H", "H", "H", "H", "H", "H", "H", "H", "H", "H", "H", "H", "H", "H", "H", "H", "H", "H", "H", "H", "H", "H", "H", "H", "H", "H", "H", "H", "H", "H", "H", "H", "H", "H"], "coordinates": [[0.485, 0.378, 5.914], [1.373, 6.160, -3.844], [2.122, -3.714, -0.084], [-5.982, -3.074, -0.637], [3.374, -1.591, -1.127], [4.988, -2.774, -2.432], [-0.260, 0.007, 7.102], [2.724, 6.678, -3.980], [-4.932, -2.235, -0.319], [-6.104, -4.407, -0.076], [-3.064, -0.852, -0.998], [0.477, 6.675, -4.861], [-1.210, 1.291, -0.321], [1.918, 0.459, 6.127], [5.093, -1.260, -2.726], [3.636, -2.874, -1.715], [1.895, 4.750, -1.932], [-4.139, -1.651, -1.336], [-1.114, -0.783, 2.794], [-1.696, 0.408, 0.673], [0.245, 3.141, -1.115], [-3.646, -1.033, 1.340], [-0.084, 0.386, 4.644], [2.056, -3.015, 1.171], [0.998, 5.206, -2.945], [-2.787, -0.495, 0.342], [-0.073, 2.072, -0.220], [3.952, -0.556, -1.955], [3.446, -3.944, -0.645], [1.132, -4.737, -0.235], [-0.594, -0.803, 4.075], [-0.126, 1.585, 3.896], [-0.314, 4.641, -2.971], [-0.672, 1.590, 2.629], [-4.661, -1.922, 1.036], [-7.097, -2.656, -1.461], [-1.160, 0.414, 2.029], [-0.684, 3.661, -2.063], [1.531, 3.738, -1.069], [2.395, -1.473, -0.894], [-1.029, 4.982, -3.725], [-0.749, 2.529, 2.090], [-1.328, -0.085, 6.867], [3.166, -0.191, -2.638], [-2.401, -0.526, -1.794], [1.065, -5.034, -1.288], [-6.961, -1.622, -1.798], [5.795, -3.142, -1.784], [-1.762, 1.316, -1.265], [0.162, -4.328, 0.079], [4.229, -3.844, 0.127], [-1.704, 3.279, -2.074], [4.925, -1.100, -3.793], [4.320, 0.286, -1.354], [-0.568, 6.655, -4.538], [0.763, 7.715, -5.060], [-0.547, -1.733, 4.650], [6.070, -0.857, -2.447], [0.578, 6.123, -5.808], [-6.991, -4.478, 0.573], [3.478, -4.933, -1.118], [3.419, 6.225, -3.272], [1.005, -2.762, 1.392], [-4.355, -1.895, -2.377], [2.831, -3.067, -2.465], [2.242, 3.388, -0.324], [2.445, 0.649, 5.186], [0.113, -0.943, 7.520], [2.144, 1.266, 6.838], [2.887, 5.191, -1.843], [2.650, -2.097, 1.096], [2.301, -0.478, 6.564], [-6.223, -5.127, -0.903], [-5.288, -2.345, 1.832], [-8.035, -2.725, -0.886], [2.705, 7.766, -3.826], [-0.123, 0.797, 7.859], [2.453, -3.617, 2.009], [-5.203, -4.666, 0.497], [3.092, 6.493, -5.001], [0.659, 1.862, 0.566], [-7.194, -3.319, -2.331], [4.965, -3.396, -3.340], [-1.493, -1.722, 2.388], [1.341, -5.637, 0.370], [0.231, 2.510, 4.349], [-3.519, -0.753, 2.385]], "lowdin_charge": [-0.24, -0.17, -0.31, -0.23, -0.06, -0.13, -0.07, -0.04, -0.23, -0.06, -0.01, -0.05, -0.03, -0.07, -0.16, -0.37, 0.00, 0.01, -0.03, -0.07, -0.22, -0.02, -0.23, -0.11, -0.18, -0.17, 0.01, -0.21, -0.15, -0.11, 0.02, 0.02, 0.00, -0.03, 0.01, -0.06, -0.17, 0.00, -0.01, 0.10, 0.10, 0.12, 0.09, 0.10, 0.11, 0.08, 0.09, 0.11, 0.10, 0.08, 0.13, 0.12, 0.10, 0.10, 0.08, 0.10, 0.13, 0.10, 0.11, 0.09, 0.12, 0.07, 0.07, 0.13, 0.15, 0.12, 0.09, 0.09, 0.09, 0.10, 0.07, 0.09, 0.09, 0.13, 0.09, 0.10, 0.09, 0.09, 0.09, 0.11, 0.13, 0.09, 0.11, 0.12, 0.09, 0.13, 0.12]}

=====

DFT total energy, respectively: -8460.41774, -375.40078, -1597.82950 Eh.